(1)
Density functional theory data (ωB97M-V with the def2-TZVPD basis set) for a 3-piece molecular cluster, C31H39IN4O10SSi overall at a distorted geometry.

Its net charge is 0. For the orbital gap, the calculation gives 0.25019 Ha. The calculation puts the HOMO energy at -7.663 eV.

XYZ file:
```
87
C31H39IN4O10SSi, DFT ωB97M-V with the def2-TZVPD basis set
C 2.55 1.41 5.02
O 3.17 1.77 3.77
C 2.82 0.86 2.70
C 1.25 0.86 2.38
O 0.77 2.21 2.55
C -0.67 2.23 2.81
C -1.06 3.76 2.99
C -0.36 4.24 4.37
O -0.54 3.55 5.41
O 0.43 5.40 4.51
C -1.44 1.46 1.64
C -3.01 1.76 1.53
C -3.38 3.09 0.70
I -4.05 1.64 3.47
N 3.23 -0.57 2.93
C 4.47 -0.66 3.25
S 6.05 -0.79 3.73
Si 3.80 1.44 1.10
C 2.81 2.68 0.04
C 5.48 2.23 1.57
C 4.22 -0.06 -0.06
H 2.77 0.31 5.33
H 1.41 1.52 5.03
H 2.95 2.15 5.81
H 1.15 0.53 1.28
H 0.63 0.16 3.04
H -0.87 1.63 3.78
H -0.56 4.41 2.17
H -2.17 3.97 3.11
H 0.73 5.75 3.64
H -0.87 1.70 0.66
H -1.34 0.31 1.75
H -3.46 0.88 0.92
H -3.36 4.04 1.32
H -4.37 2.96 0.12
H -2.55 3.19 -0.10
H 1.90 2.23 -0.50
H 2.49 3.63 0.61
H 3.52 3.05 -0.79
H 6.30 1.43 1.66
H 5.80 2.89 0.69
H 5.32 2.83 2.53
H 3.29 -0.57 -0.48
H 4.94 -0.78 0.45
H 4.79 0.38 -0.96
C 0.21 -4.78 -3.30
C -0.67 -4.57 -2.25
C -0.76 -3.31 -1.66
C 0.05 -2.28 -2.12
C 0.94 -2.49 -3.17
C 1.02 -3.74 -3.76
N -0.06 -0.95 -1.52
O -0.84 -0.80 -0.59
O 0.64 -0.06 -1.98
H 0.27 -5.76 -3.77
H -1.30 -5.38 -1.90
H -1.46 -3.16 -0.84
H 1.58 -1.69 -3.54
H 1.72 -3.92 -4.57
C -7.35 -4.60 3.01
C -8.24 -3.54 2.97
C -7.77 -2.23 2.86
C -6.40 -2.01 2.79
C -5.50 -3.07 2.83
C -5.98 -4.37 2.95
N -5.89 -0.64 2.64
O -6.71 0.27 2.63
O -4.68 -0.49 2.55
H -7.72 -5.62 3.09
H -9.31 -3.72 3.03
H -8.48 -1.41 2.83
H -4.43 -2.91 2.78
H -5.29 -5.21 2.98
C 3.89 1.12 -7.39
C 4.28 -0.08 -6.79
C 3.38 -1.14 -6.74
C 2.11 -1.00 -7.28
C 1.72 0.20 -7.88
C 2.62 1.26 -7.93
N 1.18 -2.13 -7.25
O 1.55 -3.16 -6.70
O 0.08 -1.98 -7.77
H 4.59 1.95 -7.44
H 5.27 -0.18 -6.38
H 3.70 -2.07 -6.27
H 0.73 0.32 -8.30
H 2.32 2.19 -8.39
```



(2)
Density functional theory data (ωB97M-V with the def2-TZVPD basis set) for C24H44AsN6Si2V as an isolated structure.

Its net charge is +1. The multiplicity is 4. As for the expectation value of S²: 3.760. For the orbital gap (spin up / spin down), the calculation gives 0.22219 / 0.22116 Ha. Its energy above the lowest of the compared OMol25 structures with the same formula, charge and spin is 0.0745 eV. The calculation puts the HOMO energy (spin up / spin down) at -8.884 / -8.927 eV.

XYZ file:
```
78
C24H44AsN6Si2V, DFT ωB97M-V with the def2-TZVPD basis set
V -0.39 -0.98 0.20
N 1.08 0.09 1.70
C 1.02 -0.44 3.07
C -0.45 -0.63 3.41
N -1.11 -1.53 2.44
C -2.56 -1.27 2.39
C -3.21 -1.94 1.20
N -2.58 -1.48 -0.06
C -0.82 -2.95 2.75
C 0.20 -3.55 1.81
N -0.22 -3.27 0.43
H 2.03 0.20 1.37
H 0.65 1.01 1.67
H 1.48 0.21 3.81
H 1.54 -1.40 3.11
H -0.95 0.34 3.36
H -0.57 -1.01 4.43
H -2.69 -0.19 2.31
H -3.06 -1.59 3.31
H -4.28 -1.75 1.21
H -3.10 -3.03 1.26
H -2.92 -0.55 -0.29
H -2.89 -2.08 -0.82
H -1.75 -3.52 2.71
H -0.46 -3.04 3.78
H 0.31 -4.62 2.02
H 1.17 -3.08 1.95
H -1.09 -3.74 0.23
H 0.47 -3.61 -0.24
C 4.60 -2.04 0.09
C 3.27 -2.00 0.53
N 2.23 -1.86 -0.27
C 2.45 -1.75 -1.59
C 3.75 -1.81 -2.14
C 4.83 -1.96 -1.26
C 3.95 -1.76 -3.55
C 2.90 -1.65 -4.38
C 1.57 -1.54 -3.87
C 0.48 -1.38 -4.74
C -0.77 -1.23 -4.23
C -0.92 -1.20 -2.83
N 0.07 -1.35 -1.98
C 1.32 -1.55 -2.49
H 5.40 -2.15 0.80
H 3.07 -2.09 1.59
H 5.84 -2.00 -1.66
H 4.96 -1.81 -3.93
H 3.03 -1.62 -5.46
H 0.65 -1.37 -5.81
H -1.64 -1.09 -4.85
H -1.89 -0.97 -2.43
C -4.23 2.03 0.87
Si -2.53 2.84 0.76
C -2.75 4.55 0.02
C -1.94 3.10 2.54
As -1.20 1.48 -0.55
Si 0.63 2.82 -0.98
C 0.29 4.13 -2.28
C 1.31 3.69 0.55
C 2.03 1.74 -1.64
H -4.94 2.73 1.31
H -4.24 1.14 1.52
H -4.61 1.74 -0.11
H -3.46 5.11 0.63
H -3.14 4.50 -1.00
H -1.81 5.11 0.00
H -2.62 3.78 3.05
H -0.94 3.53 2.59
H -1.95 2.17 3.11
H -0.53 4.79 -1.98
H -0.01 3.66 -3.22
H 1.18 4.74 -2.46
H 0.60 4.38 1.01
H 2.20 4.27 0.26
H 1.63 2.98 1.32
H 1.73 1.18 -2.54
H 2.40 1.02 -0.90
H 2.87 2.38 -1.93
```